# 1
The following is a DFT calculation (the ωB97M-V functional and the def2-TZVPD basis) of an isolated ion of composition C6H12O and charge +1 in a non-equilibrium geometry.

- E_LUMO (alpha / beta) (eV) = -5.09 / -9.02
- energy above the lowest of the compared OMol25 structures with the same formula, charge and spin (kcal/mol) = 66.7
- DFT total energy (eV) = -8452.1570
- HOMO (alpha / beta) (eV) = -14.062 / -14.037
- multiplicity = 2
- charge = +1
- orbital gap (alpha / beta) (eV) = 8.97 / 5.02
- expectation value of S² = 0.755

Last column: Löwdin spin population.
CARTESIAN COORDINATES (ANGSTROEM)
C: 1.508 1.332 -0.540  0.0019
O: 1.143 2.092 -1.646  0.0060
C: 1.041 -0.152 -0.638  0.0106
C: -0.387 -0.241 -1.024  0.0804
C: -1.311 0.018 0.268  0.0787
C: -0.487 -1.696 1.902  0.4526
C: -1.462 -1.179 1.131  0.2814
H: 0.869 1.587 0.360  0.0010
H: 2.597 1.372 -0.417  -0.0001
H: 0.576 2.767 -1.411  0.0000
H: 1.012 -0.382 0.355  0.0024
H: 1.842 -0.566 -1.187  0.0047
H: -0.825 -1.077 -1.623  -0.0001
H: -0.479 0.599 -1.742  0.0103
H: -2.299 0.193 -0.180  0.0007
H: -0.831 0.715 0.954  0.0133
H: 0.574 -1.424 1.754  0.0207
H: -0.685 -2.388 2.707  0.0221
H: -2.395 -1.571 0.976  0.0133

Cartesian forces, eV/Å:
C -1.781 -0.379 1.179
O 1.673 -2.078 -1.273
C 0.739 1.730 -1.313
C -0.662 0.125 -1.793
C -0.465 -1.276 -0.067
C 1.895 -0.748 1.431
C 0.871 2.315 -2.781
H 1.435 1.047 -0.527
H -0.394 0.070 0.498
H -1.731 2.300 0.737
H 1.233 -1.451 2.506
H 0.162 -1.645 -0.785
H 0.823 0.137 0.915
H -0.871 0.065 0.623
H 0.346 0.891 0.688
H -0.227 1.026 -0.628
H -0.695 -0.200 0.074
H -0.143 -0.133 0.137
H -2.210 -1.795 0.377

---

# 2
The following is a DFT calculation (the ωB97M-V functional and the def2-TZVPD basis) of an isolated ion of composition C6H12O and charge +1 in a non-equilibrium geometry.

- E_LUMO (alpha / beta) (eV) = -5.14 / -8.22
- energy above the lowest of the compared OMol25 structures with the same formula, charge and spin (kcal/mol) = 29.5
- DFT total energy (eV) = -8453.7674
- HOMO (alpha / beta) (eV) = -15.365 / -15.573
- multiplicity = 2
- charge = +1
- orbital gap (alpha / beta) (eV) = 10.23 / 7.35
- expectation value of S² = 0.754

Last column: Löwdin spin population.
CARTESIAN COORDINATES (ANGSTROEM)
C: -2.355 -0.212 -1.205  0.0014
C: -1.575 1.109 -1.059  0.0042
C: -0.045 0.969 -0.929  0.0817
C: 2.086 -0.745 1.812  0.0466
O: 1.923 -2.133 1.723  0.0658
C: 1.746 -0.046 0.524  0.3952
C: 0.460 -0.057 -0.023  0.2928
H: -2.385 -0.517 -2.247  0.0005
H: -3.371 -0.152 -0.827  -0.0001
H: -1.858 -0.983 -0.617  -0.0004
H: -1.846 1.749 -1.894  -0.0003
H: -1.810 1.660 -0.145  0.0033
H: 0.384 1.822 -0.348  0.0299
H: 0.529 0.952 -1.871  0.0316
H: 1.581 -0.225 2.635  0.0153
H: 3.143 -0.552 2.004  0.0094
H: 1.072 -2.349 2.125  0.0008
H: 2.516 0.603 0.117  0.0137
H: -0.194 -0.893 0.226  0.0086

Cartesian forces, eV/Å:
C 0.670 0.265 0.352
C 0.042 -0.236 0.348
C 0.351 0.309 0.732
C 1.166 0.318 -0.278
O -0.901 0.407 0.086
C -0.226 0.237 0.421
C -0.031 -1.168 -0.790
H 0.019 -0.147 -0.024
H -0.075 0.225 -0.051
H -0.286 -0.270 -0.180
H 0.315 0.250 0.008
H -0.631 -0.158 -0.095
H -0.265 0.506 -0.891
H 0.042 -0.017 0.066
H -0.327 -0.268 0.063
H 0.066 -0.098 -0.022
H 0.130 -0.415 0.023
H -0.151 0.104 -0.167
H 0.091 0.157 0.399

---

# 3
The following is a DFT calculation (the ωB97M-V functional and the def2-TZVPD basis) of a 2-piece molecular cluster, C6H12O2 overall.

- E_LUMO (eV) = 0.57
- energy above the lowest of the compared OMol25 structures with the same formula, charge and spin (kcal/mol) = 34.1
- DFT total energy (eV) = -10510.8293
- HOMO (eV) = -8.858
- multiplicity = 1
- charge = 0
- orbital gap (eV) = 9.43

Last column: Löwdin charge in e.
CARTESIAN COORDINATES (ANGSTROEM)
C: 1.968 0.791 0.795  -0.0891
C: 0.765 0.859 1.674  -0.1540
C: 0.028 -0.181 2.033  -0.2231
O: 0.277 -1.462 1.590  -0.0295
H: 2.262 -0.242 0.635  0.0717
H: 1.752 1.251 -0.169  0.0616
H: 2.795 1.336 1.247  0.0733
H: 0.474 1.834 2.032  0.0993
H: -0.834 -0.068 2.681  0.1106
H: -0.181 -2.095 2.151  0.0987
C: -2.018 0.374 -1.127  -0.0227
C: -0.602 0.335 -1.646  -0.5129
C: -0.009 -1.044 -1.729  -0.0186
O: 0.004 1.330 -1.957  0.0619
H: -2.106 -0.244 -0.238  0.0732
H: -2.310 1.396 -0.900  0.0829
H: -2.686 -0.024 -1.888  0.0848
H: 0.893 -1.036 -2.335  0.0871
H: 0.253 -1.357 -0.718  0.0618
H: -0.727 -1.753 -2.130  0.0828

Cartesian forces, eV/Å:
C -0.053 -0.024 0.001
C 0.047 -0.174 -0.096
C -0.136 0.128 0.153
O 0.071 0.027 0.040
H 0.125 -0.046 -0.070
H 0.081 0.012 -0.091
H 0.104 -0.005 -0.009
H -0.185 0.042 0.125
H -0.035 -0.036 0.016
H -0.004 0.064 -0.013
C 0.042 0.355 -0.001
C -0.259 -0.300 0.104
C 0.327 0.123 -0.133
O 0.100 0.188 -0.073
H -0.042 -0.120 0.091
H -0.001 0.039 0.007
H -0.074 -0.099 -0.060
H 0.031 0.018 -0.052
H -0.047 -0.088 0.072
H -0.094 -0.103 -0.010